{"formula": "C18H25FeN2O10S2Si", "method": "ωB97M-V/def2-TZVPD", "symbols": ["Fe", "C", "Si", "C", "C", "N", "C", "C", "C", "C", "C", "C", "O", "C", "C", "C", "C", "C", "C", "H", "H", "H", "H", "H", "H", "H", "H", "H", "H", "H", "H", "H", "H", "H", "H", "H", "H", "O", "S", "O", "O", "O", "N", "C", "C", "O", "O", "H", "H", "H", "H", "C", "S", "O", "O", "O", "H", "H", "H"], "xyz": [[-0.37772, -1.05749, 0.00163], [0.26615, -1.41210, 3.71795], [0.82794, 0.24844, 3.07570], [0.21653, 1.43663, 4.43247], [2.70733, 0.34729, 3.17585], [0.30794, 0.56164, 1.44926], [0.10888, 1.82213, 0.93385], [0.54914, 3.02128, 1.54615], [0.31361, 4.28709, 1.02683], [-0.37721, 4.45054, -0.15665], [-0.78681, 3.30447, -0.83368], [-0.51491, 2.05504, -0.32292], [-0.86969, 0.89837, -0.99733], [-1.54029, 1.01486, -2.20509], [-2.90409, 0.80831, -2.21847], [-3.58648, 0.92164, -3.42205], [-2.90550, 1.24870, -4.58802], [-1.52776, 1.44001, -4.55240], [-0.83884, 1.32272, -3.35463], [1.09656, -1.98449, 4.14670], [-0.18403, -2.02711, 2.95061], [-0.49261, -1.28182, 4.49334], [0.29151, 0.92907, 5.40182], [-0.83271, 1.71205, 4.27755], [0.80225, 2.35512, 4.49939], [3.11118, -0.23298, 4.01358], [3.04239, 1.38481, 3.27959], [3.13710, -0.03884, 2.24880], [1.10334, 2.93909, 2.45721], [0.68007, 5.15558, 1.56445], [-0.58660, 5.43138, -0.56363], [-1.31938, 3.39330, -1.77073], [-3.39070, 0.51330, -1.29493], [-4.65501, 0.74812, -3.44646], [-3.44077, 1.33259, -5.52675], [-0.98519, 1.67547, -5.46058], [0.23699, 1.44667, -3.30051], [-3.45241, -2.66979, 0.05580], [-2.59127, -2.09811, 1.06317], [-3.05854, -2.26179, 2.42043], [-2.27458, -0.63885, 0.74579], [-1.14297, -2.64115, 0.92029], [1.77832, -3.24084, 1.41570], [2.83018, -2.82978, 0.50003], [2.61510, -1.64285, -0.45357], [3.48843, -1.45227, -1.29825], [1.58570, -0.87251, -0.30069], [1.42338, -2.45105, 1.94085], [0.99087, -3.61401, 0.89951], [3.08659, -3.66667, -0.14701], [3.72241, -2.57717, 1.07868], [1.17683, -1.77667, -3.44616], [-0.04678, -2.60706, -2.48097], [0.60600, -3.20656, -1.32831], [-0.68940, -3.54610, -3.36567], [-0.94632, -1.50195, -1.99088], [1.85349, -2.53201, -3.84185], [1.72120, -1.07501, -2.81371], [0.64119, -1.26866, -4.25107]], "mulliken_spin": [4.21, 0.00, 0.01, 0.00, 0.00, 0.14, 0.01, 0.00, 0.00, 0.00, 0.00, 0.00, 0.02, 0.02, 0.00, 0.00, 0.00, 0.00, 0.00, 0.00, 0.00, 0.00, 0.00, 0.00, 0.00, 0.00, 0.00, 0.00, 0.00, 0.00, 0.00, 0.00, 0.00, 0.00, 0.00, 0.00, 0.00, 0.01, -0.01, 0.01, 0.14, 0.18, 0.01, 0.00, 0.00, 0.02, 0.12, 0.00, 0.00, 0.00, 0.00, 0.00, -0.01, 0.02, 0.00, 0.08, 0.00, 0.00, 0.00], "de_lowest_ev": 0.000, "multiplicity": 6, "e_tot_ev": -106468.00747, "homo_lumo_gap_ev": [6.603, 6.521], "molar_mass_da": 577.47, "lumo_ev": [4.670, 4.667], "total_charge": -2}

=====

{"formula": "C18H25N3O2", "method": "ωB97M-V/def2-TZVPD", "symbols": ["C", "C", "C", "O", "N", "C", "C", "C", "C", "C", "C", "C", "C", "C", "O", "N", "C", "C", "C", "C", "C", "N", "C", "H", "H", "H", "H", "H", "H", "H", "H", "H", "H", "H", "H", "H", "H", "H", "H", "H", "H", "H", "H", "H", "H", "H", "H", "H"], "xyz": [[0.62286, -2.81135, -0.53091], [0.22546, -1.42078, -1.02342], [1.21400, -0.37062, -0.46733], [2.27350, -0.68002, 0.03266], [0.77604, 0.89347, -0.62090], [1.49593, 2.08152, -0.17807], [2.84721, 2.20225, -0.88599], [3.56712, 3.46889, -0.43475], [3.76445, 3.45925, 1.07770], [2.42028, 3.33312, 1.78745], [1.69867, 2.06653, 1.33898], [0.18516, -1.35375, -2.56834], [-1.29572, -1.45371, -2.92696], [-2.02478, -1.03343, -1.66181], [-3.18633, -0.71114, -1.55975], [-1.13488, -1.07531, -0.64309], [-1.52125, -0.79744, 0.72695], [-2.72874, -1.60060, 1.13296], [-3.89330, -0.98624, 1.57311], [-4.98144, -1.76957, 1.91786], [-4.86329, -3.14590, 1.80464], [-3.76088, -3.74359, 1.38674], [-2.72828, -2.99022, 1.06019], [-0.01292, -3.56791, -0.98410], [0.54153, -2.87371, 0.55163], [1.65946, -3.00063, -0.79575], [-0.13050, 1.02707, -1.03983], [0.87207, 2.94119, -0.44832], [3.44716, 1.32617, -0.63919], [2.69356, 2.21865, -1.96763], [2.97838, 4.34490, -0.71941], [4.53347, 3.53814, -0.93711], [4.39733, 2.61345, 1.35259], [4.26779, 4.37504, 1.39358], [1.80359, 4.20580, 1.55698], [2.56942, 3.30532, 2.86825], [0.72960, 1.98556, 1.83766], [2.29251, 1.19015, 1.59980], [0.59757, -0.40478, -2.91576], [0.77704, -2.15484, -3.00606], [-1.59412, -2.47793, -3.15716], [-1.58435, -0.82498, -3.76716], [-1.75135, 0.27023, 0.83810], [-0.67015, -1.03613, 1.37030], [-3.94956, 0.09117, 1.63560], [-5.90196, -1.32119, 2.25802], [-5.68445, -3.80403, 2.05628], [-1.85289, -3.52805, 0.72077]], "lowdin_charge": [-0.01, -0.38, -0.44, 0.08, 0.12, -0.30, -0.15, -0.20, -0.21, -0.20, -0.15, -0.08, -0.05, -0.45, 0.09, -0.01, -0.08, -0.19, -0.03, -0.05, -0.15, 0.06, -0.10, 0.09, 0.08, 0.09, 0.15, 0.15, 0.11, 0.12, 0.11, 0.11, 0.12, 0.11, 0.11, 0.11, 0.11, 0.11, 0.12, 0.12, 0.13, 0.12, 0.13, 0.14, 0.12, 0.10, 0.10, 0.10], "de_lowest_ev": 0.463, "e_tot_ev": -27638.83588, "smiles": "C[C@@]1(C(=O)NC2CCCCC2)CCC(=O)N1Cc1cccnc1", "homo_lumo_gap_ev": 9.766, "molar_mass_da": 315.42, "lumo_ev": 0.567}